Density functional theory data (ωB97M-V/def2-TZVPD) for a gas-phase ion, C8H13N2O5 (charge +1).

Output
Orbital gap (alpha / beta): 5.93 / 9.06 eV
Net charge: +1
Relative energy (zero: lowest compared OMol25 entry of this formula, charge and spin): 26.3 kcal per mole

```
28
Properties=species:S:1:pos:R:3:forces:R:3
C 2.84580 0.55436 -0.09972 -2.1 0.8 -0.5
C -1.29964 -0.52049 0.73137 0.0 0.9 -0.4
C 0.11588 -1.12365 0.78962 0.2 -0.2 0.0
C -1.61598 0.25180 -0.59575 -0.3 -0.1 1.4
C 0.00761 -1.08974 -1.58885 0.7 -0.7 -1.1
C 1.08403 -0.81494 -0.54504 -0.4 0.4 0.5
C 3.69187 1.72332 0.17793 0.3 0.0 0.1
C -3.12299 0.55037 -0.73532 0.3 -0.1 -0.6
N 2.34790 -1.57709 -0.28945 -3.8 -1.0 -1.2
N 1.55616 0.55140 -0.46090 1.7 -0.1 0.3
O 3.29327 -0.64892 -0.05415 1.3 0.9 0.2
O -2.16931 -1.59523 0.88025 -0.3 -0.5 0.1
O 0.81436 -0.59173 1.84989 0.2 0.0 0.8
O -3.67216 0.69011 0.55276 -0.1 0.1 0.4
O -1.25540 -0.59927 -1.66014 1.9 -0.6 0.4
H -1.39038 0.20144 1.55483 0.1 -0.2 -0.1
H 0.02359 -2.21269 0.82945 0.1 0.1 -0.1
H -1.04501 1.18642 -0.61313 0.0 0.0 -0.1
H 0.10365 -2.01867 -2.13937 0.0 0.1 -0.1
H 3.09208 2.60352 0.39142 -0.1 0.0 0.0
H 4.35345 1.51104 1.01712 -0.1 0.0 0.0
H 4.32597 1.93002 -0.68719 -0.1 0.0 0.0
H -3.58089 -0.28756 -1.27612 0.1 0.1 0.0
H -3.25718 1.46267 -1.32590 0.0 -0.1 0.0
H 0.97296 1.37163 -0.47546 0.1 0.1 0.0
H -3.05721 -1.25061 1.05813 0.1 0.1 0.0
H 1.42498 -1.24413 2.22837 -0.2 0.1 -0.2
H -4.58743 0.98658 0.48535 0.1 0.0 0.0
```
Forces are in eV/Å.

Atom charges from the Mulliken analysis, given in e for atoms 1 to 2: C 0.813; C 0.023



Density functional theory data (ωB97M-V/def2-TZVPD) for a single C9H14O molecule.

Output
SMILES string: CC1(C)[C@@H]2C=C[C@@]1(O)CC2
Orbital gap: 10.19 eV
Relative energy (zero: lowest compared OMol25 entry of this formula, charge and spin): 51.9 kcal per mole

```
24
Properties=species:S:1:pos:R:3:forces:R:3
C -1.51504 0.87640 1.02531 2.0 -0.4 1.2
C -0.67970 0.25822 -0.17452 0.1 -1.0 1.9
C -1.53079 0.09805 -1.37996 -2.7 -1.1 1.4
C 0.59507 1.03131 -0.39686 0.5 -2.1 -0.6
C 1.32938 0.11660 -1.37149 -0.1 2.5 -0.8
C 1.05366 -1.10258 -1.06008 -0.4 -2.6 0.6
C 0.12995 -1.06592 0.18355 1.3 0.7 0.5
O -0.55319 -2.19432 0.57731 -0.5 -0.8 -0.6
C 1.14370 -0.61152 1.32010 -1.8 0.5 1.3
C 1.33958 0.82920 0.90523 2.0 2.3 0.8
H -2.59300 0.95781 0.79016 0.7 0.2 0.4
H -0.96075 1.83460 1.31427 -1.6 -0.7 -0.7
H -1.33516 0.29847 2.01142 -0.7 0.4 -1.7
H -2.12991 -0.84420 -1.37085 -0.4 0.6 1.0
H -1.15730 -0.12921 -2.30181 2.1 0.5 -2.5
H -2.21951 0.92730 -1.40825 -0.4 0.2 -0.5
H 0.42809 1.98649 -0.73410 -0.1 2.5 -0.6
H 1.91333 0.43683 -2.21784 0.3 0.2 0.1
H 1.51079 -1.94987 -1.56914 -0.3 -0.2 0.4
H -0.90452 -2.60736 -0.22597 -0.1 0.0 0.4
H 2.08810 -1.14589 1.26870 -0.3 -0.4 0.3
H 0.70305 -0.56230 2.43314 0.8 -0.8 -2.5
H 0.90588 1.49528 1.71384 1.0 -0.4 -1.0
H 2.43828 1.06662 0.66785 -1.5 0.0 1.0
```
Forces are in eV/Å.

Atom charges from the Mulliken analysis, given in e for atoms 1 to 2: C -1.412; C 1.604



Density functional theory data (ωB97M-V/def2-TZVPD) for a single C11H6ClN5O5 molecule.

Output
Orbital gap: 6.17 eV

```
28
Properties=species:S:1:pos:R:3:forces:R:3
O -4.85871 -0.10985 -1.06576 1.9 -0.5 -0.5
N -3.85651 -0.67023 -1.54665 -1.1 -1.0 -0.6
O -3.94333 -1.64581 -2.33135 0.1 1.4 1.1
C -2.52579 -0.23452 -1.20156 0.4 -1.1 -0.5
C -1.41857 -0.95635 -1.69439 -1.1 0.6 0.5
C -0.11946 -0.58160 -1.40565 0.9 0.3 0.2
N 1.00873 -1.19217 -2.02771 0.3 -0.8 -1.1
O 0.86753 -2.18265 -2.77933 0.0 1.6 1.4
O 2.14330 -0.67710 -1.81018 -1.3 -0.5 0.0
C 0.25946 0.61399 -0.55294 -0.2 0.0 -1.6
C -0.95388 1.35587 -0.11308 -0.8 2.2 0.4
N -0.94201 2.61371 0.35651 -2.4 -1.7 -1.2
O -2.32253 2.99893 0.25791 1.6 -0.9 0.4
N -3.13201 2.00831 -0.23905 2.9 -1.4 0.2
C -2.27595 0.96698 -0.46420 -1.9 2.0 -0.2
H -1.59966 -1.82066 -2.32937 0.1 0.2 0.1
H 0.86517 1.30980 -1.16924 -0.1 -0.4 0.5
Cl 3.74826 -0.79909 4.03936 -0.2 0.0 -0.2
C 2.73938 -0.42174 2.70423 -0.1 0.2 -0.4
C 1.43539 -0.91625 2.63964 -0.3 0.1 -0.5
C 0.63352 -0.58048 1.55477 0.7 0.2 0.0
N 1.11896 0.21291 0.56604 0.6 -0.2 1.6
C 2.37808 0.68805 0.61890 -0.2 0.0 -0.1
C 3.21506 0.39327 1.67233 -0.2 -0.2 0.2
H 1.03686 -1.54894 3.42064 0.0 0.0 0.0
H -0.39444 -0.92497 1.44569 0.3 0.1 0.0
H 2.67537 1.30849 -0.22627 0.0 -0.2 0.3
H 4.21780 0.79212 1.68072 0.0 0.0 0.0
```
Forces are in eV/Å.

Atom charges from the Mulliken analysis, given in e for atoms 1 to 2: O -0.593; N 0.912



Density functional theory data (ωB97M-V/def2-TZVPD) for 2 unconnected molecules or ions with the total composition C4H13N2O.

Output
Orbital gap (alpha / beta): 3.24 / 9.18 eV
Relative energy (zero: lowest compared OMol25 entry of this formula, charge and spin): 112.0 kcal per mole
⟨S²⟩: 0.75
2S+1: 2

```
20
Properties=species:S:1:pos:R:3:forces:R:3
C 1.25837 0.91932 0.64834 1.7 -0.5 0.1
C 1.18657 0.07075 -0.68117 2.8 -0.6 1.3
C -0.27263 -0.07062 -1.28095 0.1 0.5 -1.7
C -2.34992 1.03469 -1.02610 -2.2 1.4 -3.4
N -1.37687 0.42169 -0.51651 3.8 -1.8 2.5
N 0.53179 0.15453 1.73907 -3.7 4.9 -2.2
H 0.63033 1.80552 0.50773 0.5 0.1 0.2
H 2.35166 1.18263 1.16936 -2.7 -0.7 -1.9
H 2.15234 0.32739 -1.32248 -2.6 0.2 0.5
H 1.55058 -0.94399 -0.33583 -0.6 1.0 -0.5
H -0.31564 0.47646 -2.26468 0.3 -0.8 0.4
H -0.39683 -1.22911 -1.50810 0.0 1.5 -0.2
H -2.45709 1.25632 -2.17840 0.3 -0.3 2.1
H -3.11483 1.39010 -0.35817 -0.4 0.1 -0.1
H -0.39542 -0.14011 1.35918 0.5 -0.3 -0.7
H 0.92546 -0.62076 2.12048 1.8 -2.5 1.8
H 0.13290 0.92339 2.28873 0.9 -0.5 1.4
H 0.24046 -3.03028 1.08133 -1.2 4.4 -2.2
H -0.33082 -1.95029 -0.15157 -0.7 -0.9 -1.4
O 0.04960 -1.97764 0.70974 1.5 -5.2 4.0
```
Forces are in eV/Å.

Atom charges from the Mulliken analysis, given in e for atoms 1 to 2: C -0.653; C -0.575